This record from the Open Molecules 2025 dataset describes a molecular structure, C48H23F15GeN7ReS. The level of theory is ωB97M-V with the def2-TZVPD basis set.

The geometry in XYZ format:
```
96
Properties=species:S:1:pos:R:3
Re 0.80249 1.30831 -2.08545
C -2.64599 -0.19227 -0.00591
C -3.01770 -1.37114 -0.74914
C -2.39097 -1.60149 -1.95654
C -1.45119 -0.72011 -2.49273
N -0.96824 0.29563 -1.74087
C -1.62516 0.53999 -0.50220
N -1.16431 -1.03075 -3.79426
C -0.14700 -0.47454 -4.42298
N 0.71885 0.47580 -3.97022
C 1.69761 0.64101 -4.92682
N 2.69607 1.47184 -4.86982
C 3.15720 2.24011 -3.89042
C 4.38096 2.89699 -4.16415
C 5.09364 3.52347 -3.14854
C 4.45297 3.74051 -1.89929
C 3.20292 3.19100 -1.73897
N 2.56873 2.40658 -2.69312
C 1.39744 -0.19463 -6.10025
C 2.01949 -0.38356 -7.31541
C 1.47511 -1.33421 -8.26543
C 0.41207 -2.14881 -7.89557
C -0.24303 -1.97814 -6.63818
C 0.28504 -1.00352 -5.76488
H -3.17325 0.10500 0.86482
H -3.88610 -1.94932 -0.38805
H -2.60380 -2.48949 -2.56441
H -1.26153 1.47845 0.02016
H 4.75256 2.78046 -5.15211
H 6.09421 3.94143 -3.33596
H 4.89030 4.27903 -1.05120
H 2.59703 3.50007 -0.85597
H 2.82096 0.28767 -7.55262
H 1.94293 -1.42112 -9.25219
H -0.00220 -2.74968 -8.70235
H -1.16930 -2.46200 -6.33938
C 0.14530 3.60596 -0.18852
N 0.75050 2.25897 -0.35555
C 1.46912 1.75630 0.71037
C 2.05909 0.55321 0.38243
C 2.97265 -0.34939 0.97936
C 3.20143 -1.39738 0.03067
C 2.49062 -1.04619 -1.08267
N 1.75929 0.11757 -0.93626
C -1.02069 3.95664 -1.09758
C -2.12346 4.78937 -0.65937
C -3.29674 4.92733 -1.38424
C -3.33797 4.35535 -2.67383
C -2.17312 3.80347 -3.21482
C -1.05751 3.53161 -2.41122
H 1.02369 4.33707 -0.30832
H -0.13452 3.73747 0.89124
H 1.47002 2.17908 1.72493
H 3.39768 -0.23386 1.96954
H 3.72914 -2.36008 0.19558
H 2.28243 -1.57086 -2.00886
H -2.04116 5.27041 0.33378
H -4.17729 5.56471 -1.04703
H -4.25252 4.34373 -3.26046
H -2.16741 3.67301 -4.33684
H -0.27483 2.78306 -2.78552
F -1.05008 -2.34534 6.57152
C 0.28308 -1.99563 6.42935
C 0.73303 -1.99019 5.09899
C 2.08446 -1.58770 4.96229
F 2.69489 -1.72437 3.75921
C 2.89577 -1.17991 6.00684
F 4.20993 -0.90608 5.82681
C 2.32404 -1.11155 7.28862
F 3.14399 -0.87465 8.35286
C 1.05763 -1.56557 7.52108
F 0.51217 -1.53231 8.78802
Ge -0.48017 -2.10861 3.56631
S 0.08840 -2.38466 1.47072
C -1.45995 -3.89458 3.31301
C -2.50881 -4.09125 2.38371
F -2.95814 -3.00259 1.77670
C -2.84782 -5.33180 1.96192
F -3.72926 -5.38768 0.92494
C -2.29611 -6.50459 2.51003
F -2.70871 -7.71286 2.08437
C -1.37992 -6.33197 3.52767
F -0.84594 -7.43828 4.11729
C -0.94228 -5.04904 3.90245
F 0.04843 -4.98761 4.83304
C -1.62693 -0.59421 3.95774
C -1.25043 0.74169 3.90323
F -0.05042 1.07515 3.33693
C -2.13696 1.79040 4.20274
F -1.88830 3.03339 3.78695
C -3.37711 1.48618 4.73964
F -4.27625 2.36022 5.23446
C -3.74104 0.12827 4.91218
F -4.89281 -0.15925 5.58894
C -2.86894 -0.86414 4.51023
F -3.16202 -2.14399 4.72278
```

Computed properties:
Charge: +1
E_HOMO (spin up / spin down), eV: -10.27 / -9.74
HOMO-LUMO gap (spin up / spin down), eV: 6.7 / 5.0
Max |F|, eV Å⁻¹: 4.3
2S+1: 4
Expectation value of S²: 3.790
LUMO energy (spin up / spin down), Ha: -0.1306 / -0.1747

How is the electron density shared among the atoms? According to Löwdin, the charges in e are: Re 1.475; C -0.062; C -0.025; C -0.006; C -0.323; N -0.038; C -0.096; N 0.172; C -0.252; N -0.038; C -0.248; N 0.172; C -0.341; C 0.020; C -0.021; C -0.043; C -0.105; N -0.016; C -0.112; C 0.018; C -0.040; C -0.059; C 0.023; C -0.079; H 0.099; H 0.122; H 0.129; H 0.115; H 0.108; H 0.123; H 0.118; H 0.089; H 0.108; H 0.112; H 0.109; H 0.114; C -0.157; N -0.252; C -0.058; C -0.306; C -0.025; C -0.083; C -0.148; N -0.154; C -0.209; C -0.029; C -0.066; C -0.073; C -0.065; C -0.085; H 0.135; H 0.133; H 0.139; H 0.101; H 0.125; H 0.112; H 0.121; H 0.138; H 0.110; H 0.134; H 0.047; F 0.065; C -0.157; C -0.121; C -0.199; F 0.057; C -0.112; F 0.120; C -0.099; F 0.118; C -0.098; F 0.101; Ge 0.752; S 0.496; C -0.170; C -0.274; F 0.071; C -0.114; F 0.102; C -0.100; F 0.139; C -0.105; F 0.109; C -0.192; F 0.083; C -0.147; C -0.180; F 0.056; C -0.137; F 0.117; C -0.098; F 0.130; C -0.088; F 0.112; C -0.241; F 0.100



This record from the Open Molecules 2025 dataset describes a molecular structure, C48H24Cl4N7Pt. The level of theory is ωB97M-V with the def2-TZVPD basis set.

The geometry in XYZ format:
```
84
Properties=species:S:1:pos:R:3
Pt -0.35059 -0.46643 -0.44413
Cl 2.16087 7.47312 -4.17136
C 1.82769 5.82201 -3.72121
C 2.86961 4.93862 -3.50896
C 2.60284 3.62549 -3.16211
C 1.29085 3.13369 -3.03301
C 0.26685 4.09141 -3.18990
C 0.52084 5.40342 -3.54117
C 0.94981 1.76263 -2.64744
C 1.88644 0.86883 -2.00943
C 3.27791 0.73981 -2.24253
C 3.76560 -0.18597 -1.34831
C 2.67498 -0.63679 -0.58476
C 2.75916 -1.42017 0.58678
C 4.12865 -1.82879 1.01565
C 4.78887 -2.86528 0.36529
C 6.06678 -3.24501 0.74876
C 6.67943 -2.57382 1.79268
Cl 8.28814 -3.04405 2.28044
C 6.04172 -1.54006 2.45642
C 4.76406 -1.16834 2.06340
C 1.70519 -1.76734 1.38880
N 0.36641 -1.53815 1.11314
C -0.36018 -2.02467 2.15355
C -1.74684 -2.06218 2.23302
C -2.37841 -2.66952 3.43925
C -3.00594 -1.87104 4.39057
C -3.61136 -2.43326 5.50521
C -3.58970 -3.80752 5.66274
Cl -4.35510 -4.52414 7.05773
C -2.96907 -4.62700 4.73523
C -2.36703 -4.04951 3.62758
C -2.59692 -1.68737 1.17881
C -4.00088 -1.96954 1.11890
C -4.44108 -1.56761 -0.10362
C -3.32717 -1.00524 -0.79555
N -2.21212 -1.10109 0.01576
C -3.35448 -0.43565 -2.06201
C -2.29383 0.21750 -2.67741
C -2.37086 0.97465 -3.88251
C -1.19987 1.65780 -4.00386
C -0.37302 1.30308 -2.88734
N -1.03812 0.40263 -2.12655
C -4.64835 -0.46717 -2.80228
C -5.70816 0.35037 -2.42256
C -6.90984 0.32625 -3.11433
C -7.04574 -0.52602 -4.19678
Cl -8.55284 -0.56455 -5.07170
C -6.00677 -1.34809 -4.59693
C -4.81105 -1.31229 -3.89486
C 0.54354 -2.56374 3.14572
C 1.79591 -2.43282 2.66379
N 1.52789 -0.02250 -1.04490
H 3.89256 5.27695 -3.60536
H 3.44540 2.98844 -2.96476
H -0.75653 3.81261 -2.98841
H -0.29350 6.10764 -3.64687
H 3.83837 1.21874 -3.02430
H 4.78808 -0.50288 -1.22613
H 4.29608 -3.37906 -0.45107
H 6.58304 -4.05205 0.24734
H 6.53801 -1.02961 3.27027
H 4.25316 -0.36293 2.57886
H -2.99542 -0.79538 4.27596
H -4.08411 -1.80770 6.24963
H -2.96134 -5.69883 4.87881
H -1.88013 -4.67840 2.89185
H -4.56721 -2.44132 1.90470
H -5.43982 -1.64670 -0.50049
H -3.22168 1.00379 -4.54355
H -0.90342 2.31707 -4.80247
H -5.58550 1.01472 -1.57634
H -7.73279 0.96341 -2.82123
H -6.13471 -2.00758 -5.44417
H -3.98948 -1.94989 -4.19643
H 0.23562 -2.99404 4.08424
H 2.71894 -2.72985 3.13373
N -0.40652 1.43834 0.82412
C -0.04579 1.33108 1.93241
C 0.38125 1.21076 3.23745
C -0.56725 1.09631 4.28286
N -1.34438 1.00222 5.13095
C 1.77034 1.14803 3.50960
N 2.90170 1.09606 3.73213
```

Computed properties:
Charge: -1
E_HOMO (spin up / spin down), eV: -3.41 / -4.70
HOMO-LUMO gap (spin up / spin down), eV: 4.7 / 5.1
Max |F|, eV Å⁻¹: 0.1
2S+1: 3
Expectation value of S²: 2.107
LUMO energy (spin up / spin down), Ha: 0.0464 / 0.0133

How is the electron density shared among the atoms? According to Löwdin, the charges in e are: Pt 1.424; Cl 0.626; C -0.683; C -0.110; C -0.017; C -0.144; C -0.034; C -0.107; C -0.054; C -0.226; C -0.038; C -0.016; C -0.240; C -0.074; C -0.204; C -0.023; C -0.107; C -0.672; Cl 0.631; C -0.091; C -0.013; C -0.236; N -0.063; C -0.240; C -0.088; C -0.211; C -0.017; C -0.093; C -0.672; Cl 0.632; C -0.107; C -0.028; C -0.230; C -0.002; C -0.008; C -0.236; N -0.058; C -0.081; C -0.234; C -0.006; C -0.032; C -0.250; N -0.061; C -0.207; C -0.020; C -0.100; C -0.673; Cl 0.640; C -0.101; C -0.017; C 0.008; C 0.010; N -0.063; H 0.102; H 0.076; H 0.110; H 0.103; H 0.090; H 0.109; H 0.125; H 0.100; H 0.106; H 0.079; H 0.098; H 0.106; H 0.100; H 0.125; H 0.110; H 0.109; H 0.110; H 0.112; H 0.130; H 0.104; H 0.103; H 0.127; H 0.113; H 0.116; N 0.095; C -0.205; C -0.268; C -0.228; N 0.134; C -0.216; N 0.142



no.,calculated total energy (eV)
1,-170812.592
2,-113935.802